Entry 1:
Density functional theory data (wB97M-V/def2-TZVPD) for the ion C4H7O2S with charge -1 in a non-equilibrium geometry.

## Properties
Net charge = -1
HOMO = -2.7881 eV
Structure (SMILES) = C=CC=[S@@](C)(=O)[O-]
Kohn-Sham gap = 6.651 eV
E_tot = -19188.1824 eV

CARTESIAN COORDINATES (ANGSTROEM)
H 0.782 1.888 0.536
H 1.582 2.379 -1.514
H -2.445 -0.285 0.600
S -0.032 -0.664 1.474
C 1.323 1.352 -1.918
C 1.167 0.905 0.377
C -1.764 -1.122 0.561
H -2.051 -1.976 1.061
C 0.932 0.483 -0.927
O 0.612 -1.958 1.673
H 1.649 0.937 -2.898
H -1.806 -1.323 -0.589
O -0.440 -0.118 2.726
H 0.491 -0.498 -1.162

***

Entry 2:
Density functional theory data (wB97M-V/def2-TZVPD) for a structure of composition C17H16AuN8OS.

## Properties
Net charge = +1
HOMO = -11.4664 eV
Kohn-Sham gap = 8.484 eV
E_tot = -46379.5744 eV

CARTESIAN COORDINATES (ANGSTROEM)
C 2.448 -0.439 -0.760
C 0.205 2.741 2.345
H 4.518 -0.312 -0.185
C -0.528 -1.262 -3.676
C -0.499 -3.497 0.929
N 0.016 3.566 3.362
S 1.466 3.848 4.006
C -1.661 -3.407 1.850
N -1.326 0.995 -0.527
C -2.167 2.620 1.571
C 3.259 1.004 0.948
C 0.950 0.929 0.282
Au -0.468 -2.742 -0.891
C 1.949 1.443 1.119
H -0.516 1.170 -6.469
H -0.301 2.369 -3.172
N 1.196 -0.025 -0.630
H -2.469 3.268 2.383
N 2.378 2.935 3.039
H -0.538 0.835 -2.416
C -0.828 2.250 1.452
O 0.565 -4.075 1.361
C 3.517 0.060 -0.015
H -0.419 2.610 -5.509
N -0.383 1.372 -3.271
N -0.625 -0.479 -4.697
C 1.562 2.376 2.161
C 0.664 -4.647 2.694
H 0.015 -5.517 2.767
N -0.455 -1.991 -2.781
H 0.404 -3.904 3.443
C -0.491 0.825 -4.483
H -4.118 2.407 0.696
H -3.266 1.017 -1.178
C -0.449 1.401 0.404
N -0.467 1.610 -5.567
H 1.701 -4.943 2.792
H 2.613 -1.223 -1.492
H 4.041 1.405 1.580
C -2.592 1.360 -0.401
H -1.424 -2.684 2.639
H -1.869 -4.362 2.338
H -2.542 -3.061 1.319
C -3.069 2.152 0.642

***

> The highest HOMO belongs to which entry?

C4H7O2S

***

What did the second record say?
Density functional theory data (wB97M-V/def2-TZVPD) for a structure of composition C17H16AuN8OS.

## Properties
Net charge = +1
HOMO = -11.4664 eV
Kohn-Sham gap = 8.484 eV
E_tot = -46379.5744 eV

CARTESIAN COORDINATES (ANGSTROEM)
C 2.448 -0.439 -0.760
C 0.205 2.741 2.345
H 4.518 -0.312 -0.185
C -0.528 -1.262 -3.676
C -0.499 -3.497 0.929
N 0.016 3.566 3.362
S 1.466 3.848 4.006
C -1.661 -3.407 1.850
N -1.326 0.995 -0.527
C -2.167 2.620 1.571
C 3.259 1.004 0.948
C 0.950 0.929 0.282
Au -0.468 -2.742 -0.891
C 1.949 1.443 1.119
H -0.516 1.170 -6.469
H -0.301 2.369 -3.172
N 1.196 -0.025 -0.630
H -2.469 3.268 2.383
N 2.378 2.935 3.039
H -0.538 0.835 -2.416
C -0.828 2.250 1.452
O 0.565 -4.075 1.361
C 3.517 0.060 -0.015
H -0.419 2.610 -5.509
N -0.383 1.372 -3.271
N -0.625 -0.479 -4.697
C 1.562 2.376 2.161
C 0.664 -4.647 2.694
H 0.015 -5.517 2.767
N -0.455 -1.991 -2.781
H 0.404 -3.904 3.443
C -0.491 0.825 -4.483
H -4.118 2.407 0.696
H -3.266 1.017 -1.178
C -0.449 1.401 0.404
N -0.467 1.610 -5.567
H 1.701 -4.943 2.792
H 2.613 -1.223 -1.492
H 4.041 1.405 1.580
C -2.592 1.360 -0.401
H -1.424 -2.684 2.639
H -1.869 -4.362 2.338
H -2.542 -3.061 1.319
C -3.069 2.152 0.642